(1)
DFT (ωB97M-V/def2-TZVPD) results for a cluster of 2 separate species, C2H2O3S in total.

Each line ends with the Mulliken charge.
Element x y z (Å)
C1 1.572604 0.953879 0.114875  0.8215
C2 -1.452590 -0.362132 -0.243443  -0.2641
O1 -1.035659 0.822349 -0.272009  -0.5652
O2 1.387104 -0.205420 0.069392  -0.1560
O3 1.988472 2.011066 0.112988  -0.2496
S1 0.636400 -1.533560 0.621378  -0.2406
H1 -1.808648 -0.659867 0.709108  0.3177
H2 -1.287686 -1.026313 -1.112289  0.3364

Atomic forces in eV per Å
-0.56 -0.58 -0.06
2.43 2.83 -0.44
-0.66 -1.50 -0.57
1.89 2.43 -1.30
0.20 1.17 0.00
-1.25 -3.51 1.54
-1.23 -1.01 0.55
-0.81 0.16 0.30

For the max |F|, the calculation gives 4.02 eV Å⁻¹. Its orbital gap is 9.045 eV. The value obtained for the energy above the lowest of the compared OMol25 structures with the same formula, charge and spin is 4.534 eV. The HOMO energy comes out at -0.3284 hartree. As for the total charge: 0.

=====

(2)
DFT (ωB97M-V/def2-TZVPD) results for a cluster of 2 separate species, C2H2O3S in total.

Each line ends with the Mulliken charge.
Element x y z (Å)
C1 -2.311936 -2.523906 0.509531  0.9060
C2 -0.295050 0.142234 0.128161  -0.2556
O1 -1.214234 -0.459280 -0.369576  -0.5525
O2 -1.682703 -2.325977 1.527441  -0.2388
O3 -3.133221 -2.779185 -0.278840  -0.2841
S1 -0.373973 -1.424876 2.102480  -0.2228
H1 0.671667 -0.255281 -0.234423  0.3059
H2 -0.391150 1.017228 0.713597  0.3419

Atomic forces in eV per Å
-1.12 0.91 -0.19
1.25 -2.27 -1.32
-2.47 -0.09 -1.10
-2.35 -1.52 -2.54
2.05 0.20 1.61
2.20 0.67 2.09
0.50 0.95 0.70
-0.08 1.17 0.75

For the max |F|, the calculation gives 3.78 eV Å⁻¹. Its orbital gap is 8.617 eV. The value obtained for the energy above the lowest of the compared OMol25 structures with the same formula, charge and spin is 4.431 eV. The HOMO energy comes out at -0.3208 hartree. As for the total charge: 0.

=====

(3)
DFT (ωB97M-V/def2-TZVPD) results for the molecule C2H2O3S2.

Each line ends with the Mulliken charge.
Element x y z (Å)
C1 -0.521965 2.335050 -0.090489  -0.3494
C2 -0.766414 -1.469791 -0.171996  0.1686
O1 1.947683 1.570377 0.337276  -0.5021
O2 1.510219 -1.503256 0.957851  -0.4668
O3 -1.586524 -0.888035 -0.842678  -0.3990
S1 0.631225 1.271294 -0.176153  0.5324
S2 1.063557 -1.082868 -0.404288  0.3491
H1 -1.476730 2.056139 -0.174061  0.3156
H2 -0.801050 -2.288907 0.564540  0.3516

Atomic forces in eV per Å
4.14 -0.08 0.47
-0.07 1.47 -2.54
1.02 -0.08 -0.08
0.38 0.04 -0.93
0.81 -1.37 1.63
-1.25 1.33 0.28
-0.61 -0.52 1.69
-3.85 -0.99 -0.74
-0.59 0.19 0.21

For the max |F|, the calculation gives 4.17 eV Å⁻¹. Its orbital gap (spin up / spin down) is 7.568 / 7.076 eV. The value obtained for the energy above the lowest of the compared OMol25 structures with the same formula, charge and spin is 3.424 eV. The HOMO energy (spin up / spin down) comes out at -0.3554 / -0.3413 hartree. As for the total charge: 0.

=====

(4)
DFT (ωB97M-V/def2-TZVPD) results for a structure of composition C2H2O6Rb.

Each line ends with the Mulliken charge.
Element x y z (Å)
Rb1 -1.552795 -2.688416 -0.985265  0.9587
O1 -0.648215 0.912514 1.542955  -0.4483
C1 -0.189765 -0.308356 1.771305  0.6963
O2 1.026055 -0.362906 2.174145  -0.7721
O3 -0.779965 -1.369876 1.582865  -0.7496
H1 0.149515 1.346014 1.854895  0.2987
O4 0.708815 1.336834 -1.044995  -0.4688
C2 0.559145 0.287534 -1.807245  0.7061
O5 1.545255 -0.247566 -2.373665  -0.7919
O6 -0.606855 -0.060896 -1.875345  -0.7809
H2 -0.211195 1.155124 -0.839645  0.3518

Atomic forces in eV per Å
0.67 1.13 0.44
-1.59 0.94 -0.16
4.91 -2.96 1.17
-0.81 1.39 0.14
-3.26 -0.87 -1.32
0.37 0.96 -0.12
0.85 1.86 1.21
5.39 -2.45 -3.18
-0.49 0.34 0.29
-4.64 -2.43 -0.54
-1.40 2.09 2.08

For the max |F|, the calculation gives 6.72 eV Å⁻¹. Its orbital gap is 5.490 eV. The value obtained for the energy above the lowest of the compared OMol25 structures with the same formula, charge and spin is 2.334 eV. The HOMO energy comes out at -0.1485 hartree. As for the total charge: -1.

=====

(5)
DFT (ωB97M-V/def2-TZVPD) results for the molecule C2H2OS2.

Each line ends with the Mulliken charge.
Element x y z (Å)
C1 -0.241170 0.026124 0.007566  0.1593
C2 0.463176 1.324899 0.168427  0.1525
H1 1.912783 -0.476308 -0.163921  0.2559
H2 0.050534 2.322276 0.730977  0.3025
O1 1.714965 1.376293 -0.183626  -0.5229
S1 0.861420 -1.392596 0.045813  -0.1860
S2 -1.924863 0.082442 -0.055438  -0.1614

Atomic forces in eV per Å
-2.12 -0.69 0.57
5.85 2.34 -0.10
-0.70 -1.00 0.21
0.28 -2.67 -1.64
-5.37 0.28 1.43
-0.43 2.07 -0.51
2.49 -0.33 0.02

For the max |F|, the calculation gives 6.30 eV Å⁻¹. Its orbital gap is 7.600 eV. Its SMILES is O=CC(=S)S. The value obtained for the energy above the lowest of the compared OMol25 structures with the same formula, charge and spin is 1.362 eV. The HOMO energy comes out at -0.3492 hartree. As for the total charge: 0.

=====

(6)
DFT (ωB97M-V/def2-TZVPD) results for the molecule C2H2OS2.

Each line ends with the Mulliken charge.
Element x y z (Å)
C1 0.702839 0.332312 0.013981  0.4633
C2 -0.788989 0.538420 -0.082018  -0.0258
H1 0.246172 -1.955498 0.204676  0.1332
H2 -1.004325 1.559427 -0.160104  0.3588
O1 1.283576 1.384982 0.041260  -0.4682
S1 1.406937 -1.276904 -0.031111  -0.1650
S2 -1.846211 -0.582737 0.013316  -0.2963

Atomic forces in eV per Å
-0.89 0.85 -0.38
1.68 -0.61 0.28
0.31 0.46 -0.21
-0.34 1.53 -0.19
1.43 -0.24 0.12
0.09 -0.11 0.27
-2.28 -1.88 0.11

For the max |F|, the calculation gives 2.96 eV Å⁻¹. Its orbital gap is 8.141 eV. Its SMILES is O=C(S)C=S. The value obtained for the energy above the lowest of the compared OMol25 structures with the same formula, charge and spin is 0.636 eV. The HOMO energy comes out at -0.3489 hartree. As for the total charge: 0.

=====

(7)
DFT (ωB97M-V/def2-TZVPD) results for the molecule C2H2OS3.

Each line ends with the Mulliken charge.
Element x y z (Å)
C1 0.658467 -0.319756 -0.013272  0.3056
C2 -0.706461 0.243494 -0.041800  0.3666
H1 -0.229546 -2.002938 -0.049237  0.2989
H2 0.431348 2.115018 -0.209131  0.1490
O1 0.656131 -1.635235 0.271516  -0.3756
S1 2.131122 0.363662 -0.041820  -0.2957
S2 -0.881050 1.934050 0.130633  -0.1200
S3 -2.060014 -0.698292 -0.046887  -0.3287

Atomic forces in eV per Å
1.47 -2.09 1.03
-1.72 0.46 0.11
0.86 0.43 0.85
-0.30 0.33 0.32
-1.26 -0.25 -1.32
-0.49 0.83 -0.32
0.75 0.23 -0.51
0.70 0.06 -0.17

For the max |F|, the calculation gives 2.76 eV Å⁻¹. Its orbital gap is 7.155 eV. Its SMILES is OC(=S)C(=S)S. The value obtained for the energy above the lowest of the compared OMol25 structures with the same formula, charge and spin is 0.441 eV. The HOMO energy comes out at -0.3387 hartree. As for the total charge: 0.

=====

(8)
DFT (ωB97M-V/def2-TZVPD) results for the molecule C2H2OS3.

Each line ends with the Mulliken charge.
Element x y z (Å)
C1 -0.571813 0.079447 0.070152  0.2212
C2 0.747729 -0.694094 0.135519  0.4102
H1 0.715102 1.888674 0.093924  0.1253
H2 -0.398088 -2.299899 0.061223  0.3387
O1 0.588057 -2.019662 0.423354  -0.4048
S1 -0.565787 1.775191 0.188247  -0.0727
S2 -2.011283 -0.662227 -0.243768  -0.3351
S3 2.197260 0.153062 -0.242979  -0.2828

Atomic forces in eV per Å
-0.55 -0.48 -0.59
1.10 -0.05 -0.39
1.73 0.27 0.04
2.53 1.27 1.39
-1.69 1.39 -1.96
-1.70 0.34 0.22
0.82 -0.38 0.32
-2.24 -2.35 0.97

For the max |F|, the calculation gives 3.39 eV Å⁻¹. Its orbital gap is 7.322 eV. Its SMILES is OC(=S)C(=S)S. The value obtained for the energy above the lowest of the compared OMol25 structures with the same formula, charge and spin is 0.831 eV. The HOMO energy comes out at -0.3423 hartree. As for the total charge: 0.

=====

(9)
DFT (ωB97M-V/def2-TZVPD) results for a structure of composition C2H2OSc.

Each line ends with the Löwdin spin population.
Element x y z (Å)
C1 -0.791782 0.738640 -0.058760  0.2318
C2 -0.411319 -0.504629 -0.036973  0.3371
H1 -1.765119 1.246766 -0.028235  0.0547
H2 -0.913496 -1.481880 0.025195  0.0337
O1 2.416017 -0.812045 -0.083104  0.2683
Sc1 1.465702 0.813147 0.181876  0.0743

Atomic forces in eV per Å
0.62 -0.66 0.20
-1.08 1.20 0.34
0.31 -0.15 -0.13
0.73 0.30 -0.18
-2.14 4.52 0.74
1.56 -5.21 -0.97

For the max |F|, the calculation gives 5.52 eV Å⁻¹. Its orbital gap (spin up / spin down) is 5.845 / 6.995 eV. The HOMO energy (spin up / spin down) comes out at -0.2633 / -0.3071 hartree. Its spin multiplicity is 2. As for the total charge: 0.

=====

(10)
DFT (ωB97M-V/def2-TZVPD) results for the molecule C2H2S.

Each line ends with the Mulliken charge.
Element x y z (Å)
C1 0.058740 0.254590 0.712477  0.2536
C2 0.031774 -0.235275 -0.487681  -0.4139
S1 0.130008 1.132168 2.015765  -0.2731
H1 0.674235 -1.042662 -1.163041  0.2228
H2 -0.894758 -0.108821 -1.077520  0.2106

Atomic forces in eV per Å
0.72 0.89 0.31
0.20 -2.80 -3.07
-0.12 -0.76 -0.51
-1.10 2.32 2.67
0.30 0.36 0.60

For the max |F|, the calculation gives 4.16 eV Å⁻¹. Its orbital gap is 8.392 eV. Its SMILES is C=C=S. The value obtained for the energy above the lowest of the compared OMol25 structures with the same formula, charge and spin is 0.481 eV. The HOMO energy comes out at -0.3203 hartree. As for the total charge: 0.

=====

(11)
DFT (ωB97M-V/def2-TZVPD) results for the molecule C2H2S5.

Each line ends with the Löwdin spin population.
Element x y z (Å)
C1 -0.212966 -0.673076 -0.111624  0.1662
C2 -0.186481 0.640963 -0.038181  0.1103
S1 1.529305 -1.598541 0.159950  0.3716
S2 1.263451 1.505738 0.483880  0.6770
S3 2.505562 0.127252 -0.465601  0.5566
S4 -1.500279 -1.679122 -0.635622  0.0310
S5 -1.678969 1.678925 -0.089180  0.0465
H1 -0.878517 -2.542781 0.170423  0.0171
H2 -0.841106 2.540642 0.525957  0.0237

Atomic forces in eV per Å
2.09 -0.89 -0.04
-0.85 1.33 0.78
-1.23 1.58 -1.72
-1.60 1.90 0.09
1.40 -2.62 0.42
0.08 -0.20 0.58
1.36 -0.65 0.05
-0.64 -1.16 -0.13
-0.61 0.71 -0.03

For the max |F|, the calculation gives 3.00 eV Å⁻¹. Its orbital gap (spin up / spin down) is 5.610 / 5.521 eV. The value obtained for the energy above the lowest of the compared OMol25 structures with the same formula, charge and spin is 1.255 eV. The HOMO energy (spin up / spin down) comes out at -0.2166 / -0.3115 hartree. Its spin multiplicity is 3. As for the total charge: 0.

=====

(12)
DFT (ωB97M-V/def2-TZVPD) results for a structure of composition C2H30O20V.

Each line ends with the Löwdin spin population.
Element x y z (Å)
V1 0.885535 -2.198443 -1.567468  2.8059
C1 -0.194110 0.059163 -0.190328  0.0062
O1 0.550890 -0.882555 -0.040523  0.0115
O2 -0.457703 0.710680 0.882251  0.0011
O3 -0.407270 0.473065 -1.274587  0.0086
H1 -0.148913 0.314019 1.656319  0.0001
C2 3.412843 -1.786160 -1.083264  0.0111
O4 2.714619 -2.718706 -0.635226  0.0221
O5 4.739078 -1.893948 -1.151735  0.0017
O6 2.886614 -0.718793 -1.403672  0.0331
H2 5.038640 -2.809358 -0.974546  0.0002
O7 1.033043 -1.064077 -3.406443  0.0277
H3 0.497051 -1.367782 -4.183145  0.0007
H4 2.014910 -0.953829 -3.652850  0.0033
O8 2.993368 0.956280 0.603414  0.0006
H5 2.767302 0.245289 -0.022333  0.0002
H6 2.605931 1.771301 0.231883  0.0000
O9 -0.076879 1.706822 3.865523  0.0000
H7 -0.079523 2.506557 4.387062  0.0000
H8 0.768233 1.850555 3.448149  0.0000
O10 1.213881 2.112700 -2.822427  0.0001
H9 0.601201 1.722944 -2.235828  0.0000
H10 2.083232 1.805522 -2.629774  0.0000
O11 -0.298606 -2.002125 2.504474  0.0004
H11 -1.040844 -2.363047 2.015892  0.0002
H12 -0.781777 -1.682320 3.291052  0.0000
O12 -3.283410 1.351350 0.835990  0.0000
H13 -2.839067 2.169078 1.103275  0.0000
H14 -2.750764 0.846231 0.262521  0.0000
O13 -3.134391 -0.384678 -1.344376  0.0004
H15 -3.572149 -0.802536 -0.533077  0.0000
H16 -3.797255 -0.265748 -1.977139  0.0000
O14 -1.302819 3.169924 -0.597358  0.0001
H17 -1.074584 2.273215 -0.537866  0.0000
H18 -1.155259 3.523469 0.309058  0.0000
O15 -2.685858 1.863544 3.640735  0.0000
H19 -2.956020 1.174995 3.089135  0.0000
H20 -1.737872 1.602922 3.820047  0.0000
O16 -1.426738 0.795403 -3.689926  0.0001
H21 -1.237198 0.539368 -2.774820  0.0000
H22 -0.540170 0.969346 -3.943490  0.0000
O17 -1.265485 -2.260446 -2.081639  0.0292
H23 -1.800795 -1.580895 -1.726492  0.0017
H24 -1.647460 -3.154499 -2.005109  0.0023
O18 0.092052 -3.712912 -0.143784  0.0287
H25 0.557144 -4.486772 0.145500  0.0014
H26 -0.795728 -3.784638 0.180351  0.0007
O19 2.226868 -1.027896 2.336912  0.0003
H27 1.523497 -1.272170 2.947151  0.0000
H28 1.694921 -1.141037 1.541690  0.0001
O20 -0.343925 3.587958 1.780347  0.0000
H29 0.383614 3.260177 1.301138  0.0000
H30 -0.451900 2.953493 2.449353  0.0000

Atomic forces in eV per Å
-0.60 0.33 1.20
2.58 -0.01 0.76
2.24 -5.79 1.34
-2.86 3.72 0.80
-2.87 2.74 -4.03
1.03 -1.49 1.77
0.29 0.67 0.69
-0.44 -2.21 -0.29
0.84 -0.63 -0.23
0.43 0.94 -1.65
-0.53 0.66 0.11
1.66 -0.64 -1.28
0.82 0.60 0.80
-2.20 0.01 0.31
-0.44 1.16 0.16
0.09 0.44 -0.05
0.38 -0.66 0.02
0.75 0.10 0.21
-0.53 0.46 0.89
0.95 -0.77 -0.61
0.34 1.44 -1.89
-0.88 -0.81 1.31
0.80 -0.55 0.48
-1.21 0.23 0.98
0.09 -0.13 -0.48
0.54 -0.09 -0.09
-1.74 0.55 1.72
0.15 -0.40 -0.47
1.24 -0.02 -1.15
1.02 -1.85 3.45
0.49 1.06 -1.81
-1.71 0.48 -1.59
-0.60 2.45 0.23
0.44 -1.88 -0.18
-0.29 -0.29 -0.91
2.08 1.05 1.86
-1.17 -1.59 -1.74
-1.71 0.52 -0.29
-1.07 -0.75 0.25
-0.53 0.14 0.12
1.34 0.69 -0.87
1.95 -2.50 -1.05
-1.81 1.61 0.56
-0.14 1.00 0.00
0.25 0.27 -0.60
0.63 -0.54 0.37
-0.60 -0.01 0.22
-0.52 -0.10 0.57
0.52 -0.18 0.48
0.35 0.14 -0.78
-0.53 2.18 0.14
1.56 -0.44 -1.21
-0.85 -1.33 1.42

For the max |F|, the calculation gives 6.35 eV Å⁻¹. Its orbital gap (spin up / spin down) is 6.765 / 8.506 eV. The value obtained for the energy above the lowest of the compared OMol25 structures with the same formula, charge and spin is 2.636 eV. The HOMO energy (spin up / spin down) comes out at -0.2948 / -0.3599 hartree. Its spin multiplicity is 4. As for the total charge: 0.